Formula: C35H27Cl2CrIN4O5P2Se2
Source: the Open Molecules 2025 dataset
Level of theory: the ωB97M-V functional and the def2-TZVPD basis

```
79
Properties=species:S:1:pos:R:3:forces:R:3:mulliken_charge:R:1
Cr -2.09681 2.40522 -0.58757 0.032 -0.087 0.234 -0.179
Cl -8.64012 0.83948 -3.35189 -0.016 -0.009 -0.012 -0.232
C -7.22191 1.42615 -2.54066 0.027 -0.002 -0.002 0.195
C -7.36024 2.43797 -1.57516 0.034 -0.003 0.004 -0.600
C -6.26571 2.92354 -0.91688 -0.003 -0.016 -0.013 0.161
Cl -6.45151 4.16188 0.26929 -0.006 0.018 0.015 -0.197
C -4.94874 2.43304 -1.17126 -0.016 -0.018 -0.023 0.139
O -3.95830 2.91889 -0.52305 0.008 0.002 -0.055 -0.345
C -4.84801 1.40864 -2.15524 -0.015 0.026 0.020 1.138
C -3.59520 0.84125 -2.51755 0.023 -0.024 -0.007 -0.283
O -2.47786 1.11083 -2.04980 -0.045 0.031 -0.012 -0.217
C -5.99150 0.92141 -2.82826 -0.013 0.006 0.016 -1.100
H -8.34012 2.83586 -1.35004 -0.001 0.002 0.002 0.451
H -3.61926 0.07248 -3.30058 0.004 0.010 0.004 0.276
H -5.87777 0.14380 -3.57269 -0.002 -0.004 -0.006 0.432
Se 2.96556 -0.17407 3.11089 -0.022 0.019 0.161 -0.368
P 3.02088 -0.21884 1.01056 -0.010 -0.006 -0.224 0.843
C 4.54391 0.45784 0.29404 -0.001 0.006 0.038 0.636
C 5.49279 1.03657 1.12414 -0.012 0.006 -0.001 -0.610
C 6.67156 1.53584 0.58574 -0.003 -0.003 0.002 -0.663
C 6.89958 1.45447 -0.77787 -0.003 -0.006 -0.005 -0.471
C 5.94940 0.87440 -1.61048 0.007 0.007 -0.005 -0.749
C 4.77434 0.37693 -1.07750 -0.018 -0.001 -0.009 -0.218
C 2.90325 -1.90114 0.32990 0.058 0.009 0.058 0.914
C 2.31365 -2.14233 -0.90505 0.042 -0.002 -0.010 -0.087
C 2.19878 -3.43948 -1.38526 -0.005 -0.020 -0.005 -0.892
C 2.69324 -4.49833 -0.63798 -0.003 0.005 -0.014 -0.774
C 3.30808 -4.25821 0.58517 0.018 0.007 0.003 -0.610
C 3.40786 -2.96530 1.07182 0.020 0.000 -0.008 -0.881
C 1.70518 0.71120 0.19827 -0.151 -0.055 0.039 0.865
C 0.31443 0.62136 0.20422 0.092 -0.023 -0.021 -0.789
N -0.13024 1.72531 -0.44959 0.070 -0.075 0.115 1.331
N 0.92036 2.44193 -0.82517 -0.011 0.007 -0.170 -1.017
N 2.02389 1.85286 -0.45218 -0.062 0.075 0.086 -0.469
P -0.92167 -0.56515 0.71838 0.014 -0.005 -0.034 0.974
Se -2.72853 0.51518 1.14202 0.032 -0.022 -0.013 -0.413
C -0.38211 -1.52982 2.13787 0.010 0.036 -0.011 0.548
C 0.31663 -2.72536 1.98958 -0.053 -0.040 -0.034 -0.089
C 0.72626 -3.42357 3.11473 -0.016 0.038 -0.003 -0.718
C 0.44752 -2.92965 4.37980 -0.008 -0.005 -0.021 -0.627
C -0.25008 -1.73876 4.52708 0.005 -0.032 0.042 -0.799
C -0.66905 -1.03994 3.41009 0.005 0.003 -0.003 -0.763
C -1.13947 -1.70683 -0.66838 -0.034 -0.014 0.016 0.753
C -1.83903 -2.89561 -0.46430 0.020 0.032 0.011 -0.411
C -2.08614 -3.74500 -1.52960 -0.001 -0.006 -0.008 -0.805
C -1.65187 -3.40481 -2.80477 -0.009 -0.017 0.009 -0.676
C -0.97553 -2.21232 -3.01444 0.013 0.022 0.009 -0.880
C -0.71984 -1.36105 -1.94883 -0.010 -0.020 0.019 -0.270
H 5.30075 1.09060 2.18831 0.006 0.002 -0.001 0.371
H 7.40960 1.98765 1.23534 0.003 0.001 0.003 0.401
H 7.81840 1.84326 -1.19734 0.005 0.003 -0.005 0.387
H 6.12390 0.81580 -2.67657 0.003 -0.001 -0.009 0.412
H 4.03403 -0.06389 -1.73315 0.006 0.000 0.004 0.233
H 1.92604 -1.31979 -1.48854 -0.029 0.043 -0.028 0.421
H 1.71449 -3.61846 -2.33705 0.001 -0.003 0.011 0.470
H 2.60272 -5.51123 -1.00864 -0.005 -0.005 -0.002 0.416
H 3.70004 -5.08340 1.16592 0.000 -0.004 0.003 0.477
H 3.84473 -2.77148 2.04390 0.002 -0.002 0.008 0.407
H 0.54551 -3.11470 1.00454 -0.044 0.005 0.030 0.400
H 1.27463 -4.34831 2.99706 0.002 -0.019 0.000 0.489
H 0.77509 -3.47514 5.25520 0.001 -0.003 0.007 0.382
H -0.46872 -1.35476 5.51458 0.005 0.011 -0.002 0.429
H -1.21762 -0.11445 3.51718 -0.013 0.036 0.010 0.381
H -2.19303 -3.15423 0.52647 0.012 -0.004 0.006 0.557
H -2.62301 -4.66983 -1.36670 -0.005 -0.009 0.003 0.439
H -1.84747 -4.06912 -3.63648 -0.001 -0.007 -0.006 0.446
H -0.64465 -1.94008 -4.00824 0.000 0.005 -0.012 0.474
H -0.20742 -0.42367 -2.11842 0.006 0.024 -0.007 0.304
O -1.81222 3.64661 -2.06241 0.268 0.256 0.070 0.015
O -0.96506 4.61872 -1.84252 -0.254 -0.197 -0.248 -0.460
N 0.06796 4.84571 0.64927 -0.195 0.122 0.582 -0.095
C -0.82156 4.26350 1.42843 0.313 0.040 0.222 0.616
O -1.77366 3.57471 1.00494 -0.080 0.030 -0.273 -0.079
C -0.65466 4.37070 2.91791 0.019 0.066 -0.081 -1.178
I 0.67430 2.79057 3.48184 0.058 -0.124 -0.079 0.143
H -0.02729 4.72455 -0.35722 -0.054 -0.046 -0.364 0.244
H 0.84370 5.34576 1.04692 0.025 -0.064 0.004 0.186
H -1.60396 4.19755 3.40943 -0.021 0.012 -0.002 0.371
H -0.20610 5.30803 3.23445 -0.017 -0.022 -0.021 0.491
```
Forces are in eV/Å.

Computed properties:
Frontier orbital gap (spin up / spin down) ... 7.7 / 7.4 eV
HOMO level (spin up / spin down) ... -0.3009 / -0.3014 hartree
Energy relative to the best compared isomer or geometry (same formula, charge and spin) ... 0.0 kcal per mole
Spin multiplicity ... 5